1.
Formula: C2H4BNO2
Source: the OMol25 dataset
Level of theory: ωB97M-V/def2-TZVPD

XYZ file:
```
10
Properties=species:S:1:pos:R:3
B -0.788 -0.407 0.148
C 1.764 -0.103 0.638
C 0.614 0.371 0.107
N 2.632 -0.679 1.176
O -0.869 -1.595 0.750
O -1.820 0.307 -0.462
H 1.111 1.414 -2.663
H 0.709 1.482 -0.132
H -1.820 -2.004 0.850
H -1.535 1.214 -0.413
```

As for the maximum force: 0.06572 Eh/bohr. As for the relative energy (zero: lowest compared OMol25 entry of this formula, charge and spin): 416.8 kJ/mol. As for the molecular weight: 84.9 u. For the gap between HOMO and LUMO (alpha / beta), the calculation gives 0.3448 / 0.3472 Ha. The value obtained for the HOMO energy (alpha / beta) is -0.3551 / -0.4135 Eh. Its spin multiplicity is 1.

=====

2.
Formula: C2H4Br2N
Source: the OMol25 dataset
Level of theory: ωB97M-V/def2-TZVPD

XYZ file:
```
9
Properties=species:S:1:pos:R:3
C -0.562 -0.181 -0.388
C 0.007 0.994 0.413
N 0.763 -0.650 -0.047
Br -2.129 -1.106 0.721
Br 0.718 2.379 -0.403
H -0.943 -0.102 -1.427
H -0.139 0.907 1.412
H 1.036 -1.374 0.629
H 1.249 -0.866 -0.910
```

As for the maximum force: 0.10664 Eh/bohr. As for the relative energy (zero: lowest compared OMol25 entry of this formula, charge and spin): 140.5 kJ/mol. As for the net charge: +1. As for the molecular weight: 201.9 u. For the gap between HOMO and LUMO, the calculation gives 0.3512 Ha. The value obtained for the HOMO energy is -0.5520 Eh. Its spin multiplicity is 1.

=====

3.
Formula: C2H4Br2S2
Source: the OMol25 dataset
Level of theory: ωB97M-V/def2-TZVPD

XYZ file:
```
10
Properties=species:S:1:pos:R:3
C -0.519 -0.682 -0.498
C 1.200 0.206 -0.796
S -2.097 0.422 1.782
S -0.748 -1.006 1.225
Br 2.565 -0.971 -0.153
Br 1.169 1.883 0.138
H -0.366 -1.597 -1.050
H -1.250 -0.015 -0.929
H 1.289 0.369 -1.863
H -1.243 1.390 2.143
```

As for the maximum force: 0.07740 Eh/bohr. As for the relative energy (zero: lowest compared OMol25 entry of this formula, charge and spin): 35.1 kJ/mol. As for the molecular weight: 252.0 u. For the gap between HOMO and LUMO, the calculation gives 0.3494 Ha. The value obtained for the HOMO energy is -0.3347 Eh. Its spin multiplicity is 1.

=====

4.
Formula: C2H4BrCl
Source: the OMol25 dataset
Level of theory: ωB97M-V/def2-TZVPD

XYZ file:
```
8
Properties=species:S:1:pos:R:3
C 1.800 -0.615 -0.120
C -2.272 0.748 0.378
Cl 1.220 1.002 -0.292
Br -3.664 -0.355 -0.188
H 1.097 -1.185 -0.744
H 2.733 -0.721 -0.662
H -2.717 1.826 0.651
H 1.802 -0.701 0.978
```

As for the maximum force: 0.04289 Eh/bohr. As for the relative energy (zero: lowest compared OMol25 entry of this formula, charge and spin): 445.3 kJ/mol. As for the molecular weight: 143.4 u. For the gap between HOMO and LUMO (alpha / beta), the calculation gives 0.2910 / 0.2909 Ha. The value obtained for the HOMO energy (alpha / beta) is -0.3313 / -0.3312 Eh. Its spin multiplicity is 1.

=====

5.
Formula: C2H4BrN
Source: the OMol25 dataset
Level of theory: ωB97M-V/def2-TZVPD

XYZ file:
```
8
Properties=species:S:1:pos:R:3
C 1.448 -0.283 0.095
C -1.587 0.249 -0.046
N 0.791 0.751 0.081
Br 3.382 -0.314 -0.056
H 1.066 -1.278 -0.066
H -1.560 0.440 -0.992
H -2.049 1.158 0.488
H -1.491 -0.722 0.496
```

As for the maximum force: 0.14319 Eh/bohr. As for the relative energy (zero: lowest compared OMol25 entry of this formula, charge and spin): 44.3 kJ/mol. Its expectation value of S² is 2.019. As for the molecular weight: 122.0 u. For the gap between HOMO and LUMO (alpha / beta), the calculation gives 0.3177 / 0.3187 Ha. The value obtained for the HOMO energy (alpha / beta) is -0.2893 / -0.3962 Eh. Its spin multiplicity is 3.

=====

6.
Formula: C2H4BrNO2
Source: the OMol25 dataset
Level of theory: ωB97M-V/def2-TZVPD

XYZ file:
```
10
Properties=species:S:1:pos:R:3
C 1.346 0.784 1.445
C -1.718 -1.224 1.412
N 0.492 -0.136 1.681
O 0.729 -1.372 1.881
O -0.861 0.081 1.903
Br -1.520 -2.360 -0.137
H 2.198 0.180 1.225
H 1.086 1.736 0.981
H -2.720 -0.932 1.737
H -1.472 -1.999 2.257
```

As for the maximum force: 0.10040 Eh/bohr. As for the relative energy (zero: lowest compared OMol25 entry of this formula, charge and spin): 544.7 kJ/mol. As for the molecular weight: 154.0 u. For the gap between HOMO and LUMO, the calculation gives 0.3528 Ha. The value obtained for the HOMO energy is -0.3444 Eh. Its spin multiplicity is 1.